*1*
{
  "formula": "C5H9NO4",
  "method": "the ωB97M-V functional and the def2-TZVPD basis",
  "homo_ev": -10.093,
  "orbital_gap_ev": 10.412,
  "elements": ["O", "O", "O", "O", "N", "C", "C", "C", "C", "C", "H", "H", "H", "H", "H", "H", "H", "H", "H"],
  "xyz": [[-2.66, 0.12, 1.47], [2.39, -0.63, 1.52], [3.47, -1.32, -0.40], [-3.06, 2.19, 0.82], [0.65, -1.29, -1.36], [-1.15, 0.94, -0.14], [0.05, 0.33, 0.49], [1.14, -0.15, -0.58], [-2.35, 1.20, 0.71], [2.32, -0.78, 0.32], [3.12, -1.58, -1.31], [-0.79, 1.81, -0.62], [-3.51, 0.22, 2.09], [1.47, 0.65, -1.20], [-1.48, 0.46, -1.10], [0.00, -0.97, -2.18], [0.63, 1.16, 1.02], [-0.02, -1.88, -0.76], [-0.21, -0.47, 1.21]]
}

=====

*2*
{
  "formula": "C5H9NO4",
  "method": "the ωB97M-V functional and the def2-TZVPD basis",
  "homo_ev": -8.907,
  "orbital_gap_ev": 9.172,
  "elements": ["O", "O", "O", "O", "N", "C", "C", "C", "C", "C", "H", "H", "H", "H", "H", "H", "H", "H", "H"],
  "xyz": [[-0.33, 2.21, 0.25], [2.18, 0.63, 1.27], [-2.91, 0.90, 0.06], [2.16, 1.42, -0.87], [1.26, -0.88, -0.50], [1.57, 0.72, 0.16], [0.08, 1.07, 0.32], [0.13, -1.37, 0.33], [-2.02, -0.13, -0.29], [-0.77, -0.15, 0.59], [1.05, -0.85, -1.49], [-2.42, 1.73, 0.07], [-1.08, -0.13, 1.65], [-2.56, -1.08, -0.16], [2.11, -1.42, -0.36], [-1.73, -0.06, -1.35], [-0.39, -2.19, -0.18], [3.12, 1.32, -0.76], [0.56, -1.74, 1.26]]
}

=====

Which structure is the most stable? The one labeled *1*.